No. 1
The following is a quantum chemistry calculation of a molecular structure, C15H32O5RhSbTe, from the OMol25 dataset.

```
55
Properties=species:S:1:pos:R:3:forces:R:3
Rh 1.4013 -1.0588 0.2874 1.00 -1.17 -0.09
O 4.1601 2.3347 -0.1028 0.06 0.00 -0.01
C 3.3667 1.3529 0.2692 0.05 0.16 -0.08
O 2.8736 0.5561 -0.5052 -0.02 0.13 0.03
C 3.1847 1.3737 1.7689 0.00 -0.10 0.26
O 2.3827 0.2980 2.2163 0.27 0.26 0.46
C 1.1844 0.6125 2.9488 0.06 -0.09 -0.47
C 0.0863 0.3019 1.9388 0.41 -0.40 -0.11
O -0.2139 1.2939 1.1045 -0.11 0.10 -0.20
O -0.3786 -0.8224 1.7807 -0.76 0.20 0.42
H 4.3283 2.3010 -1.0592 -0.02 -0.02 -0.01
H 2.7775 2.3473 2.0502 -0.01 0.00 0.00
H 4.1779 1.2901 2.2173 0.01 0.06 0.01
H 1.1775 1.6486 3.2791 -0.07 0.02 -0.01
H 1.1079 -0.0631 3.7960 0.03 -0.03 -0.01
C -3.5449 -0.7107 1.2600 -0.01 0.07 0.03
C -3.3915 0.5688 0.4391 -0.14 -0.13 0.16
C -3.8054 1.8288 1.1941 0.13 -0.04 0.11
Sb -1.4388 0.7481 -0.4109 -0.37 0.09 -0.12
C -1.2096 2.5765 -1.4943 -0.12 0.05 -0.09
C -0.0029 2.5218 -2.4264 0.09 -0.03 0.07
C -1.1811 3.7913 -0.5663 0.04 -0.08 -0.06
C -1.1185 -0.8892 -1.8565 0.41 0.06 0.30
C -0.3450 -2.1355 -1.4463 -0.14 -0.05 -0.02
C -2.5455 -1.1758 -2.3181 0.07 -0.07 -0.14
H -4.5974 -0.8141 1.5302 0.01 -0.02 0.00
H -2.9650 -0.6760 2.1798 0.01 0.03 0.03
H -3.2509 -1.6081 0.7151 0.01 0.01 -0.01
H -4.0039 0.4872 -0.4614 0.03 -0.01 -0.12
H -3.1580 2.0298 2.0503 -0.02 -0.02 -0.02
H -4.8166 1.6787 1.5769 0.02 0.00 0.00
H -3.8259 2.7111 0.5583 -0.02 0.02 -0.04
H -2.1213 2.5972 -2.0998 -0.05 0.02 0.02
H 0.9316 2.4117 -1.8711 0.00 0.01 0.00
H 0.0503 3.4601 -2.9811 0.02 -0.02 0.00
H -0.0629 1.7160 -3.1578 -0.01 0.02 -0.02
H -0.3006 3.7790 0.0699 0.11 0.01 0.06
H -2.0567 3.8692 0.0731 -0.04 -0.01 0.00
H -1.1352 4.6931 -1.1791 -0.02 -0.02 0.00
H -0.5612 -0.3662 -2.6344 -0.05 0.05 -0.01
H -0.7780 -2.6458 -0.5882 -0.01 0.01 0.01
H 0.7549 -1.9656 -1.3278 0.00 0.10 0.05
H -0.3558 -2.8266 -2.2956 -0.15 -0.03 0.05
H -3.1423 -1.6715 -1.5534 0.02 0.01 0.01
H -2.4872 -1.8480 -3.1773 -0.03 0.02 0.00
H -3.0701 -0.2800 -2.6583 -0.01 0.00 0.00
C 1.7687 -4.7806 0.2053 -0.03 0.07 0.03
Te 2.5367 -3.1745 1.3687 -0.54 0.63 -0.54
C 4.4374 -3.1380 0.4170 -0.07 0.11 0.00
H 1.8992 -4.5590 -0.8507 0.01 0.02 0.01
H 0.7146 -4.8930 0.4478 0.01 0.00 0.00
H 2.2984 -5.6929 0.4672 0.04 0.02 0.04
H 4.9632 -4.0606 0.6495 -0.05 -0.03 0.04
H 4.9928 -2.2937 0.8184 0.00 0.00 0.00
H 4.3075 -3.0292 -0.6559 -0.03 0.00 0.00
```
Positions in Å, forces in eV/Å.

Results
Energy   -1585.09111 Eh
Charge   +2

In the natural (NBO) picture, each atom carries the following charge in e:
1. Rh 0.33
2. O -0.63
3. C 0.80
4. O -0.66
5. C -0.19
6. O -0.53
7. C -0.15
8. C 0.73
9. O -0.78
10. O -0.62
11. H 0.52
12. H 0.23
13. H 0.25
14. H 0.22
15. H 0.24
16. C -0.63
17. C -0.51
18. C -0.64
19. Sb 1.98
20. C -0.53
21. C -0.63
22. C -0.63
23. C -0.44
24. C -0.63
25. C -0.66
26. H 0.25
27. H 0.23
28. H 0.21
29. H 0.24
30. H 0.22
31. H 0.25
32. H 0.22
33. H 0.24
34. H 0.21
35. H 0.25
36. H 0.22
37. H 0.22
38. H 0.23
39. H 0.25
40. H 0.24
41. H 0.24
42. H 0.19
43. H 0.26
44. H 0.23
45. H 0.26
46. H 0.23
47. C -0.88
48. Te 0.89
49. C -0.87
50. H 0.24
51. H 0.25
52. H 0.26
53. H 0.26
54. H 0.24
55. H 0.25

No. 2
The following is a quantum chemistry calculation of C5H9NO in the gas phase, from the OMol25 dataset.

```
16
Properties=species:S:1:pos:R:3:forces:R:3
O 0.2493 2.1109 1.7079 0.28 -0.01 0.11
C -0.2732 1.2464 0.7378 -0.22 -0.04 -0.19
C -0.3547 -0.2730 1.0422 -0.03 -0.04 0.10
C 0.0879 -0.5039 -0.4002 -0.07 0.06 -0.01
C -0.6183 -1.3048 -1.4167 -0.28 0.05 -0.16
N 0.7401 -1.6562 -0.9819 0.16 -0.20 0.12
C 0.5710 0.9357 -0.5220 0.04 0.05 -0.09
H 1.1727 1.8661 1.8500 -0.13 0.09 0.06
H -1.2551 1.6503 0.4794 0.10 -0.08 -0.02
H -1.3165 -0.6866 1.3635 0.17 0.09 -0.05
H 0.4238 -0.5569 1.7633 -0.08 0.01 -0.13
H -0.6874 -0.9422 -2.4404 0.02 -0.05 0.16
H -1.4525 -1.9277 -1.0955 0.17 0.09 -0.02
H 0.7126 -2.4440 -0.3390 0.01 0.09 -0.06
H 1.6455 1.0033 -0.3034 -0.15 0.00 -0.02
H 0.3547 1.4828 -1.4452 0.03 -0.09 0.19
```
Positions in Å, forces in eV/Å.

Results
Energy   -325.84245 Eh
Structure (SMILES)   O[C@H]1C[C@]2(CN2)C1

In the natural (NBO) picture, each atom carries the following charge in e:
1. O -0.70
2. C 0.11
3. C -0.44
4. C 0.07
5. C -0.25
6. N -0.58
7. C -0.43
8. H 0.46
9. H 0.18
10. H 0.21
11. H 0.21
12. H 0.20
13. H 0.19
14. H 0.35
15. H 0.21
16. H 0.22

No. 3
The following is a quantum chemistry calculation of a gas-phase ion, C3HCl2N2 (charge +1), from the OMol25 dataset.

```
8
Properties=species:S:1:pos:R:3:forces:R:3
C 0.0362 1.2444 1.2794 2.91 -1.86 -1.92
C -1.1808 0.1341 -0.1610 -0.97 -0.51 -1.41
C 0.9340 -0.2829 -0.2131 1.19 -1.48 -0.43
N -1.1133 1.0152 0.6848 -1.41 0.50 0.80
N 1.0018 0.6042 0.7852 -0.89 1.17 1.80
Cl -2.2450 -0.5881 -1.1569 0.26 0.13 0.32
Cl 1.1443 -2.0183 -0.0368 -0.49 1.16 0.59
H 1.4227 -0.1086 -1.1815 -0.60 0.89 0.24
```
Positions in Å, forces in eV/Å.

Results
Energy   -1144.29850 Eh
Charge   +1

In the natural (NBO) picture, each atom carries the following charge in e:
1. C 0.65
2. C 0.36
3. C 0.01
4. N -0.43
5. N -0.37
6. Cl 0.35
7. Cl 0.16
8. H 0.28

No. 4
The following is a quantum chemistry calculation of 2 unconnected molecules or ions with the total composition C10H16O, from the OMol25 dataset.

```
27
Properties=species:S:1:pos:R:3:forces:R:3
C -0.8521 1.2993 2.3894 0.39 -0.28 -0.48
C 0.1274 0.4183 1.5790 -0.37 0.24 0.31
C -0.6043 -0.6299 0.7588 0.24 -0.03 0.07
C -0.9110 -1.8200 1.3943 -0.14 -0.33 0.35
C -1.6112 -2.8548 0.7798 0.59 0.45 -0.49
C -1.7914 -2.7714 -0.5989 -0.37 0.32 0.55
O -2.4684 -3.7276 -1.2871 0.21 0.45 -1.09
C -1.4098 -1.6143 -1.2821 -0.42 0.39 -0.24
C -0.9659 -0.5013 -0.5904 0.61 -0.13 1.04
H -1.5853 0.6335 2.8408 -0.26 0.21 0.00
H -1.3161 2.0104 1.7088 -0.37 0.00 0.15
H -0.3681 1.8575 3.1892 0.17 0.03 -0.05
H 0.7848 1.0258 0.9605 -0.09 0.09 -0.11
H 0.7771 -0.0791 2.3025 0.03 -0.21 -0.16
H -0.5919 -1.9324 2.4252 -0.19 -0.04 0.07
H -1.9540 -3.7097 1.3475 0.07 -0.11 -0.04
H -2.6316 -4.4916 -0.7542 -0.05 -0.61 0.62
H -1.5235 -1.5245 -2.3546 -0.34 -0.26 0.01
H -0.8720 0.4830 -1.0319 0.25 -0.20 -0.47
C 2.5138 1.6540 -1.2461 -0.39 -0.78 -1.11
C 2.4571 2.8775 -2.1685 -0.69 -0.41 0.21
H 1.6465 0.9787 -1.2737 -0.30 0.56 -0.39
H 3.2784 0.9868 -1.6495 0.52 0.12 0.77
H 2.5766 1.9019 -0.1985 0.75 0.15 0.26
H 3.3713 3.4616 -2.1019 -0.07 0.20 0.20
H 1.5737 3.4668 -1.9209 0.22 0.38 -0.01
H 2.3496 2.6016 -3.2176 0.00 -0.21 0.02
```
Positions in Å, forces in eV/Å.

Results
Energy   -465.85745 Eh
Structure (SMILES)   CCc1ccc(O)cc1.CC

In the natural (NBO) picture, each atom carries the following charge in e:
1. C -0.60
2. C -0.41
3. C -0.06
4. C -0.18
5. C -0.29
6. C 0.30
7. O -0.67
8. C -0.27
9. C -0.18
10. H 0.21
11. H 0.20
12. H 0.21
13. H 0.21
14. H 0.20
15. H 0.20
16. H 0.21
17. H 0.48
18. H 0.22
19. H 0.21
20. C -0.61
21. C -0.61
22. H 0.20
23. H 0.21
24. H 0.20
25. H 0.20
26. H 0.20
27. H 0.20

- Which value of energy does entry 2 give?
  -325.84245 Eh

- What is the formula in the fourth record?
  C10H16O

Copy entry 2 word for word.
The following is a quantum chemistry calculation of C5H9NO in the gas phase, from the OMol25 dataset.

```
16
Properties=species:S:1:pos:R:3:forces:R:3
O 0.2493 2.1109 1.7079 0.28 -0.01 0.11
C -0.2732 1.2464 0.7378 -0.22 -0.04 -0.19
C -0.3547 -0.2730 1.0422 -0.03 -0.04 0.10
C 0.0879 -0.5039 -0.4002 -0.07 0.06 -0.01
C -0.6183 -1.3048 -1.4167 -0.28 0.05 -0.16
N 0.7401 -1.6562 -0.9819 0.16 -0.20 0.12
C 0.5710 0.9357 -0.5220 0.04 0.05 -0.09
H 1.1727 1.8661 1.8500 -0.13 0.09 0.06
H -1.2551 1.6503 0.4794 0.10 -0.08 -0.02
H -1.3165 -0.6866 1.3635 0.17 0.09 -0.05
H 0.4238 -0.5569 1.7633 -0.08 0.01 -0.13
H -0.6874 -0.9422 -2.4404 0.02 -0.05 0.16
H -1.4525 -1.9277 -1.0955 0.17 0.09 -0.02
H 0.7126 -2.4440 -0.3390 0.01 0.09 -0.06
H 1.6455 1.0033 -0.3034 -0.15 0.00 -0.02
H 0.3547 1.4828 -1.4452 0.03 -0.09 0.19
```
Positions in Å, forces in eV/Å.

Results
Energy   -325.84245 Eh
Structure (SMILES)   O[C@H]1C[C@]2(CN2)C1

In the natural (NBO) picture, each atom carries the following charge in e:
1. O -0.70
2. C 0.11
3. C -0.44
4. C 0.07
5. C -0.25
6. N -0.58
7. C -0.43
8. H 0.46
9. H 0.18
10. H 0.21
11. H 0.21
12. H 0.20
13. H 0.19
14. H 0.35
15. H 0.21
16. H 0.22